Here is a structure of composition C10AlF30N5O20S10 in a non-equilibrium geometry from the Open Molecules 2025 dataset. Energies are from wB97M-V/def2-TZVPD.

HOMO level: -4.6 eV
Orbital gap: 7.1 eV
2S+1: 1
Charge: -2

Geometry (Å):
Al (0.1432, 1.2793, -0.8115)
C (-1.7959, 1.1873, 4.4352)
F (-0.9120, 0.4845, 3.7648)
F (-2.8576, 0.3456, 4.6363)
F (-1.3326, 1.4437, 5.6739)
S (-2.1870, 2.7010, 3.3588)
O (-3.5436, 3.1730, 3.5465)
O (-1.1729, 3.6962, 3.5613)
N (-1.9473, 1.9457, 2.0053)
S (-2.5343, 2.0357, 0.5712)
O (-2.5250, 3.1014, -0.3525)
O (-1.7439, 0.9663, -0.1816)
C (-4.2251, 1.3088, 0.5724)
F (-4.9068, 2.4428, 0.8603)
F (-4.6547, 0.8977, -0.6568)
F (-4.5960, 0.4535, 1.5250)
C (3.3903, -0.7321, -3.8820)
F (4.6123, -0.8389, -4.2523)
F (2.7741, 0.2893, -4.4822)
F (2.7727, -1.8589, -4.2898)
S (3.3178, -0.5585, -1.9483)
O (4.6632, -0.8468, -1.4873)
O (2.7914, 0.7784, -1.5863)
N (2.1211, -1.4885, -1.3931)
S (2.5175, -3.0283, -1.0881)
O (3.3402, -3.7193, -2.0725)
O (2.8997, -3.2335, 0.2643)
C (0.7743, -3.7171, -1.3441)
F (0.6234, -5.0273, -1.0003)
F (-0.1044, -3.0018, -0.7372)
F (0.4715, -3.7053, -2.6175)
C (2.2977, -0.2135, 4.3111)
F (1.5042, -0.7420, 5.1930)
F (1.8792, 0.9923, 4.0401)
F (3.4952, -0.3188, 4.8545)
S (2.3516, -1.2315, 2.6607)
O (2.5716, -0.4276, 1.4483)
O (3.3313, -2.2727, 2.8805)
N (0.7397, -1.7267, 2.5995)
S (0.4429, -3.2475, 2.9033)
O (0.7628, -4.2837, 1.9716)
O (0.6890, -3.5576, 4.2838)
C (-1.3943, -3.0650, 2.7442)
F (-1.7168, -2.3511, 1.6822)
F (-2.0005, -4.2558, 2.6597)
F (-2.0588, -2.4588, 3.7126)
C (3.4727, 2.8834, 0.9470)
F (4.1537, 1.8896, 1.4480)
F (3.7569, 3.9930, 1.6419)
F (3.9442, 2.9191, -0.2826)
S (1.5347, 2.9075, 0.9094)
O (0.9020, 1.5817, 1.0343)
O (1.0956, 3.9385, 1.7344)
N (1.1735, 2.7686, -0.8909)
S (1.4244, 3.7385, -2.1240)
O (2.3156, 4.8504, -1.9189)
O (1.6467, 2.9389, -3.2785)
C (-0.3974, 4.2813, -2.3292)
F (-0.8397, 4.7032, -1.1841)
F (-0.4304, 5.3620, -3.1775)
F (-1.3418, 3.4524, -2.7496)
C (-3.0425, -3.5208, -1.5166)
F (-4.2723, -3.9722, -1.6533)
F (-2.3750, -4.0326, -0.5391)
F (-2.3827, -3.7735, -2.6604)
S (-3.1619, -1.5942, -1.3123)
O (-4.3577, -1.2069, -2.0365)
O (-3.0753, -1.0949, 0.0083)
N (-1.7869, -0.9833, -2.0853)
S (-2.0972, -0.3744, -3.4378)
O (-2.3272, -1.3268, -4.4711)
O (-2.7919, 0.8649, -3.3873)
C (-0.3840, 0.1647, -3.8778)
F (0.2700, 0.7616, -2.5632)
F (0.4000, -0.8313, -4.0698)
F (-0.0948, 1.0977, -4.7145)


Here is a structure of composition C33H57N3O4SiSr in a non-equilibrium geometry from the Open Molecules 2025 dataset. Energies are from wB97M-V/def2-TZVPD.

HOMO level: -7.0 eV
Orbital gap: 7.1 eV
2S+1: 1

Geometry (Å):
O (0.7379, -2.5351, -0.2997)
O (-0.9793, -1.2304, -3.5729)
C (1.9043, -2.4235, -1.2305)
C (3.0892, -3.2673, -0.7618)
H (2.1856, -1.3518, -1.2810)
H (1.5374, -2.6714, -2.2389)
H (3.5220, -2.8917, 0.1903)
H (3.9179, -3.2718, -1.5062)
H (2.7710, -4.3054, -0.5571)
C (-0.2812, -3.5952, -0.4350)
C (-0.1461, -4.4361, -1.6877)
H (-1.2377, -3.0491, -0.4712)
H (-0.2231, -4.1698, 0.5020)
H (-0.4147, -3.8126, -2.5735)
H (-0.8992, -5.2449, -1.5893)
H (0.8655, -4.8891, -1.7934)
C (-2.4277, -1.5398, -3.1760)
C (-0.5099, -1.0558, -5.0604)
C (-2.8635, -2.9151, -3.6393)
H (-3.0743, -0.7341, -3.5923)
H (-2.4570, -1.5103, -2.0655)
H (-2.7086, -3.0552, -4.7083)
H (-3.9296, -3.0613, -3.4101)
H (-2.3157, -3.7250, -3.1432)
C (-1.1723, -2.0213, -6.0248)
H (0.5823, -1.2296, -5.0231)
H (-0.6987, 0.0101, -5.3251)
H (-0.8562, -3.0614, -5.8507)
H (-0.8335, -1.7372, -7.0290)
H (-2.2679, -1.9790, -6.0071)
H (-0.7025, -0.0991, -3.1690)
N (1.6151, 0.9308, 2.1355)
C (1.5195, 2.2055, 2.5064)
C (0.3962, 3.0342, 2.2794)
C (-0.9020, 2.5853, 1.9411)
C (2.7046, 2.8268, 3.2198)
H (3.5682, 2.8591, 2.5436)
H (3.0099, 2.2052, 4.0727)
H (2.4842, 3.8417, 3.5741)
C (-1.9941, 3.6403, 1.8374)
H (-2.7318, 3.5441, 2.6502)
H (-2.5674, 3.4867, 0.9124)
H (-1.6104, 4.6689, 1.8573)
N (-1.2653, 1.3036, 1.7557)
C (2.7732, 0.1339, 2.3843)
C (3.7730, -0.0208, 1.3943)
C (3.6532, 0.6733, 0.0723)
C (4.9235, -0.7667, 1.6903)
H (5.7346, -0.7947, 0.9481)
C (5.0366, -1.4224, 2.9236)
H (5.9572, -1.9614, 3.1786)
C (4.0149, -1.3052, 3.8778)
H (4.0730, -1.7916, 4.8554)
C (2.8877, -0.5346, 3.6233)
C (1.8127, -0.3765, 4.6439)
C (-2.5476, 0.8549, 2.1603)
C (-3.5558, 0.6029, 1.1987)
C (-3.3453, 0.9200, -0.2510)
C (-4.7920, 0.1123, 1.6134)
H (-5.5493, -0.1405, 0.8643)
C (-5.0506, -0.0741, 2.9705)
H (-6.0381, -0.3984, 3.2978)
C (-4.0931, 0.2887, 3.9291)
H (-4.2915, 0.1727, 4.9945)
C (-2.8315, 0.7201, 3.5405)
C (-1.7846, 1.0620, 4.5434)
Sr (0.2119, -0.6516, 0.9114)
H (3.3688, -0.0459, -0.7128)
H (4.6465, 1.0756, -0.1703)
H (2.9455, 1.5154, 0.0616)
H (1.5328, 0.6718, 4.8025)
H (2.1849, -0.7637, 5.5950)
H (0.9185, -0.9501, 4.3903)
H (-3.7116, 0.0736, -0.8492)
H (-2.3085, 1.1652, -0.5066)
H (-3.9505, 1.7908, -0.5495)
H (-0.7929, 0.8230, 4.1375)
H (-1.9146, 0.4886, 5.4635)
H (-1.8400, 2.1167, 4.8617)
H (0.5462, 4.1255, 2.3905)
C (-0.1554, 0.7211, -2.3598)
Si (0.2917, 2.5313, -2.6603)
H (0.6589, -0.0020, -2.0311)
H (-1.0619, 0.6857, -1.6164)
C (1.6692, 2.5825, -3.9618)
C (0.8814, 3.5896, -1.2052)
C (-1.3682, 3.2107, -3.2195)
H (-2.0082, 2.4219, -3.6297)
H (-1.2203, 3.9431, -4.0128)
H (-1.9182, 3.7135, -2.4162)
H (2.6320, 2.2476, -3.5286)
H (1.7733, 3.6190, -4.3321)
H (1.3908, 1.9268, -4.8082)
H (1.6732, 3.0754, -0.6558)
H (0.1001, 3.7849, -0.4657)
H (1.2882, 4.5791, -1.4644)
O (-1.1421, -1.7771, 3.9600)
N (-0.8392, -2.1297, 2.7983)
O (0.4166, -2.3850, 2.5742)


Here is a structure of composition C33H47N5PSiSn from the Open Molecules 2025 dataset. Energies are from wB97M-V/def2-TZVPD.

HOMO level: -15.8 eV
Orbital gap: 7.6 eV
2S+1: 1
Charge: +3

Geometry (Å):
Sn (0.7010, -0.2947, 1.2613)
C (1.6284, -2.6410, 3.4978)
N (2.2739, -1.7709, 2.4783)
C (3.4028, -0.9776, 3.0214)
C (2.9421, 0.4167, 3.3014)
N (1.8599, 0.9118, 2.7361)
C (1.8188, 2.2740, 3.0731)
C (0.9054, 3.2716, 2.7419)
C (1.1541, 4.5357, 3.2336)
C (2.2730, 4.8050, 4.0412)
C (3.1761, 3.8205, 4.3829)
C (2.9195, 2.5516, 3.8775)
N (3.6096, 1.3412, 3.9984)
C (0.1488, -2.4369, 3.5047)
N (-0.4450, -1.6148, 2.6684)
C (-1.8263, -1.7450, 2.8879)
C (-2.9142, -1.1339, 2.2697)
C (-4.1697, -1.4926, 2.7148)
C (-4.3443, -2.4315, 3.7460)
C (-3.2719, -3.0421, 4.3624)
C (-2.0123, -2.6746, 3.9063)
N (-0.7289, -3.0930, 4.2714)
H (2.0400, -2.4316, 4.4851)
H (1.8432, -3.6893, 3.2818)
H (2.6489, -2.3651, 1.7472)
H (4.2063, -0.9413, 2.2826)
H (3.8196, -1.4390, 3.9171)
H (0.0298, 3.0628, 2.1405)
H (0.4722, 5.3430, 3.0035)
H (2.4250, 5.8103, 4.4089)
H (4.0311, 4.0290, 5.0117)
H (4.4657, 1.1957, 4.5129)
H (-2.7804, -0.4096, 1.4764)
H (-5.0457, -1.0452, 2.2655)
H (-5.3470, -2.6829, 4.0634)
H (-3.4118, -3.7622, 5.1573)
H (-0.5072, -3.7786, 4.9781)
C (3.9187, -2.4796, -0.5642)
P (2.4437, -1.4996, -1.0641)
C (3.0403, -0.7302, -2.6041)
C (1.2643, -2.7737, -1.5909)
C (1.1769, -3.2342, -2.9033)
C (0.2764, -4.2384, -3.2344)
C (-0.5460, -4.7924, -2.2634)
C (-0.4740, -4.3403, -0.9524)
C (0.4231, -3.3342, -0.6256)
H (4.2056, -3.1638, -1.3637)
H (3.7117, -3.0844, 0.3199)
H (4.7588, -1.8157, -0.3528)
H (3.6068, -1.4542, -3.1913)
H (3.6940, 0.1080, -2.3641)
H (2.2070, -0.3622, -3.2032)
H (1.8116, -2.8223, -3.6776)
H (0.2232, -4.5949, -4.2546)
H (-1.2389, -5.5806, -2.5265)
H (-1.1157, -4.7700, -0.1939)
H (0.4729, -2.9998, 0.4092)
C (-2.9021, 2.6880, -0.8748)
Si (-2.0868, 2.2514, -2.4516)
C (-0.7177, 3.3798, -2.9642)
C (0.5078, 2.7976, -2.2182)
C (-0.4451, 3.4214, -4.4755)
C (-1.0086, 4.8019, -2.4520)
C (-2.5115, 0.6069, -3.1794)
C (-1.6885, -0.4213, -2.3656)
C (-2.1522, 0.4780, -4.6675)
C (-4.0157, 0.3319, -2.9927)
H (-3.3875, 3.6654, -0.9569)
H (-2.1490, 2.7828, -0.0861)
H (-3.6498, 1.9572, -0.5745)
H (0.7556, 1.7828, -2.5445)
H (0.3790, 2.7979, -1.1303)
H (1.3687, 3.4338, -2.4420)
H (-0.0858, 2.4698, -4.8633)
H (0.3312, 4.1667, -4.6649)
H (-1.3234, 3.7182, -5.0501)
H (-1.2418, 4.8336, -1.3862)
H (-1.8290, 5.2709, -2.9977)
H (-0.1199, 5.4166, -2.6115)
H (-0.6096, -0.3028, -2.5029)
H (-1.9534, -1.4155, -2.7382)
H (-1.9092, -0.4098, -1.2935)
H (-1.0807, 0.5628, -4.8452)
H (-2.6645, 1.2146, -5.2876)
H (-2.4644, -0.5106, -5.0128)
H (-4.3431, 0.4077, -1.9555)
H (-4.2210, -0.6888, -3.3243)
H (-4.6329, 0.9980, -3.5983)


Here is a structure of composition C15H25Cl2NO2OsP in a non-equilibrium geometry from the Open Molecules 2025 dataset. Energies are from wB97M-V/def2-TZVPD.

HOMO level (alpha / beta): -17.6 / -18.1 eV
Orbital gap (alpha / beta): 7.3 / 3.2 eV
2S+1: 5
Charge: +3

Geometry (Å):
C (-0.4817, -3.9371, -5.0343)
C (-0.4256, -3.1825, -3.7386)
H (-1.5283, -4.1408, -5.2946)
H (0.0580, -4.8927, -4.9278)
H (-0.0172, -3.3372, -5.8321)
O (-1.3580, -2.8865, -3.0222)
Cl (1.2278, -2.7229, -3.3109)
Os (-0.3060, 0.8086, -0.0793)
P (-0.3714, 2.1449, -1.8813)
C (-1.7874, 3.3098, -1.9571)
C (1.0834, 3.2522, -1.8297)
H (0.4244, 0.6652, -3.6190)
H (-0.2843, 2.1559, -4.3436)
H (-1.3512, 0.8723, -3.6959)
C (-0.3937, 1.3952, -3.5517)
H (1.9812, 2.6236, -1.8510)
H (1.0802, 3.9521, -2.6733)
H (-1.6512, 4.0323, -2.7715)
H (-1.8644, 3.8500, -1.0039)
H (1.0495, 3.8141, -0.8879)
H (-2.7131, 2.7416, -2.1246)
C (-1.9908, 1.3741, 0.4261)
O (-3.1080, 1.6340, 0.6961)
Cl (1.8563, 0.1105, -0.7264)
C (2.3589, -0.3234, 3.0136)
N (1.2650, 0.5316, 3.5422)
C (1.7728, 1.8120, 4.0893)
C (0.1121, 0.6716, 2.5639)
C (-0.4148, -0.6901, 2.2490)
C (-0.6417, -1.6751, 3.2287)
C (-1.0445, -2.9439, 2.8000)
C (-1.1761, -3.2460, 1.4376)
C (-0.8924, -2.2821, 0.4736)
C (-0.5965, -1.0020, 0.9032)
H (2.6907, 0.0731, 2.0466)
H (2.0021, -1.3468, 2.8896)
H (3.1750, -0.3003, 3.7411)
H (0.8553, 0.0257, 4.3449)
H (2.1827, 2.4264, 3.2784)
H (0.9590, 2.3407, 4.5925)
H (2.5574, 1.5723, 4.8122)
H (-0.6422, 1.3344, 3.0155)
H (0.5394, 1.2354, 1.6687)
H (-0.5243, -1.4445, 4.2972)
H (-1.2489, -3.7103, 3.5415)
H (-1.5015, -4.2293, 1.1154)
H (-0.9159, -2.4661, -0.6103)